Entry 1:
28
Properties=species:S:1:pos:R:3:lowdin_charge:R:1 method="wB97M-V/def2-TZVPD" orbital_gap_ev=10.597 e_lumo_ev=0.28 smiles="CCCOC[C@@](S)(OC(=O)F)N(C(=O)F)C(=O)F" total_charge=0 multiplicity=1
C 3.27884 0.28346 0.88428 -0.11
C 3.01855 0.85778 -0.49812 -0.21
C 1.62524 1.45644 -0.62805 -0.22
O 0.75290 0.44051 -1.09280 -0.16
C -0.60045 0.76494 -1.01439 -0.19
C -1.39167 -0.13712 -0.06840 -0.64
S -0.35791 -0.30292 1.42127 0.98
O -2.65756 0.51064 0.13203 0.06
C -2.80897 1.18187 1.27852 -0.62
O -3.43028 0.84006 2.23745 0.20
F -2.31870 2.39875 1.16116 0.17
N -1.76321 -1.38294 -0.74433 0.10
C -0.65083 -2.21364 -1.10539 -0.49
O -0.09880 -2.17067 -2.16710 0.21
F -0.31661 -3.06010 -0.17315 0.18
C -2.76366 -2.10301 -0.05739 -0.51
O -3.00390 -2.12182 1.10306 0.20
F -3.45454 -2.80573 -0.90869 0.20
H 4.28207 -0.11257 0.90541 0.07
H 2.63188 -0.55174 1.07245 0.05
H 3.16346 1.04015 1.64196 0.07
H 3.76808 1.58221 -0.76161 0.10
H 3.07071 0.02925 -1.18616 0.11
H 1.32546 1.84099 0.33859 0.11
H 1.68456 2.24738 -1.36249 0.12
H -0.77470 1.76967 -0.66454 0.13
H -1.04319 0.69926 -1.99576 0.15
H -1.16676 -0.98113 2.25218 -0.08

Entry 2:
22
Properties=species:S:1:pos:R:3:lowdin_charge:R:1 method="wB97M-V/def2-TZVPD" orbital_gap_ev=9.753 e_lumo_ev=0.75 total_charge=0 e_above_lowest_kcal_mol=0.00 multiplicity=1
H -3.38321 1.09079 -3.32446 0.03
N -2.55443 0.74022 -2.85303 0.10
C -2.29629 1.45082 -1.80518 -0.56
N -3.01242 2.57392 -1.39028 0.12
N -1.30147 1.07622 -0.92277 0.02
C -0.46255 -0.07104 -1.27254 -0.17
C 0.41819 -0.44924 -0.11714 -0.22
C 1.78146 -0.72676 -0.32416 -0.03
C 2.60734 -1.10427 0.71552 -0.01
C 2.05809 -1.20739 1.99142 -0.28
F 2.85797 -1.57605 3.01437 0.05
C 0.72583 -0.93451 2.22862 -0.01
C -0.08364 -0.56419 1.17583 -0.04
H -2.65015 3.09793 -0.63917 0.06
H -3.37051 3.14873 -2.14190 0.09
H -0.79282 1.83983 -0.52446 0.13
H 0.14107 0.12929 -2.18920 0.13
H -1.12275 -0.87324 -1.54480 0.11
H 2.19352 -0.62709 -1.32396 0.11
H 3.65421 -1.33975 0.58374 0.12
H 0.34317 -1.02762 3.22561 0.11
H -1.14664 -0.34735 1.35758 0.12

Entry 3:
21
Properties=species:S:1:pos:R:3:lowdin_charge:R:1 method="wB97M-V/def2-TZVPD" orbital_gap_ev=8.296 e_lumo_ev=-0.26 smiles="C/C=C/[C@@H](CC=C=S)/N=C/I" total_charge=0 e_above_lowest_kcal_mol=47.40 multiplicity=1
C 0.88375 -2.36513 1.67476 -0.10
C -0.02533 -1.34507 1.16725 -0.22
C 0.09346 -0.04083 1.34707 -0.06
C -0.65047 1.04243 0.53148 -0.35
C 0.36638 1.94752 -0.17158 -0.10
C 1.12781 1.22656 -1.35138 -0.14
C 0.81251 0.12136 -1.95492 -0.68
S 0.44113 -1.25240 -2.60742 0.77
N -1.63577 0.35089 -0.21344 -0.04
C -1.93457 0.52727 -1.40938 -0.74
I -3.73809 -0.27239 -2.15626 0.77
H 1.54148 -2.68137 0.71807 0.13
H 0.45572 -3.31553 2.13711 0.09
H 1.40181 -1.82199 2.42451 0.04
H -0.74174 -1.64033 0.49226 0.07
H 1.00960 0.17019 1.92561 0.12
H -1.11549 1.60338 1.29752 0.13
H 1.22443 2.14877 0.49656 0.13
H -0.13864 2.70411 -0.69228 0.09
H 1.93076 1.72374 -1.63717 0.06
H -1.30877 1.16884 -2.01840 0.05

Entry 4:
26
Properties=species:S:1:pos:R:3:lowdin_charge:R:1 method="wB97M-V/def2-TZVPD" orbital_gap_ev=5.066 e_lumo_ev=1.83 total_charge=-1 e_above_lowest_kcal_mol=0.00 multiplicity=1
K 1.10999 -1.09753 -0.93304 0.85
S 2.95115 -1.11377 1.91675 0.03
O 3.08489 -2.26605 2.73612 -0.39
O 3.22824 -1.47996 0.58556 -0.50
O 1.58213 -0.63609 1.95945 -0.46
O 3.97295 -0.12979 2.32328 -0.43
N -1.48560 -2.27049 -0.05780 -0.01
C -1.89488 -1.00931 -0.09714 -0.18
C -2.08625 -0.60197 -1.42906 -0.08
C -1.74737 -1.77482 -2.20061 -0.13
C -1.34230 -2.77519 -1.31759 -0.19
H -1.16476 -2.67794 0.80889 0.17
H -2.07515 -0.47659 0.82487 0.11
H -2.39326 0.40114 -1.68582 0.09
H -1.74097 -1.91527 -3.27142 0.09
H -0.95711 -3.76147 -1.53039 0.11
N 0.55842 1.54945 0.82103 0.03
C -0.71090 2.00971 0.89065 -0.17
C -0.91092 2.92967 -0.10046 -0.15
C 0.27927 3.05631 -0.82464 -0.13
C 1.22030 2.23923 -0.20664 -0.11
H 0.95236 0.77907 1.34202 0.05
H -1.38564 1.63718 1.64718 0.11
H -1.78958 3.52727 -0.29339 0.08
H 0.48117 3.84237 -1.53720 0.08
H 2.26390 2.01476 -0.37063 0.11

Entry 5:
26
Properties=species:S:1:pos:R:3:lowdin_charge:R:1 method="wB97M-V/def2-TZVPD" orbital_gap_ev="6.204 / 7.307" e_lumo_ev="-3.72 / -6.64" total_charge=+1 e_above_lowest_kcal_mol=21.79 multiplicity=6 s2=8.7864
O -1.03677 3.21442 -6.04228 0.06
C -1.10989 2.69360 -5.03101 0.02
Mn -1.33095 0.89707 -1.75337 0.36
C -1.28956 1.57670 -0.00710 -0.11
O -1.47432 2.09317 1.02109 0.18
C -1.26513 -0.86581 -1.73396 -0.11
O -1.12364 -2.02648 -1.68580 0.19
C 0.34082 1.42909 -2.21412 -0.13
O 1.48136 1.66955 -2.25852 0.20
C -3.05464 1.30482 -2.21374 -0.11
O -4.21249 1.46681 -2.23084 0.19
H -1.35886 0.94684 -3.33986 0.01
C 1.05097 0.12588 3.20327 -0.16
P 0.90257 -0.69478 1.59988 0.58
C 2.53524 -1.32151 1.16176 -0.16
C -0.15558 -2.13955 1.76795 -0.16
O 0.41118 0.28915 0.55822 -0.42
H 1.61765 -0.49038 3.91116 0.06
H 0.05003 0.34140 3.59535 0.06
H 1.57603 1.07683 3.05592 0.07
H 2.92753 -1.86863 2.03101 0.07
H 2.44222 -1.97844 0.28339 0.06
H 3.19743 -0.47469 0.92882 0.07
H -1.18377 -1.81454 1.93660 0.06
H -0.11901 -2.71030 0.84088 0.05
H 0.18160 -2.74020 2.61529 0.07

Entry 6:
20
Properties=species:S:1:pos:R:3:lowdin_charge:R:1 method="wB97M-V/def2-TZVPD" orbital_gap_ev=9.950 e_lumo_ev=0.13 smiles="C[C@H]1C=CC=N[C@]1(C)C#N" total_charge=0 e_above_lowest_kcal_mol=47.96 multiplicity=1
C 1.73437 -0.42535 0.58000 -0.07
C 0.34460 -0.02473 0.90196 -0.27
C 0.36421 1.51945 0.88217 -0.05
C -0.09270 2.23794 -0.11469 -0.07
C -0.80175 1.54399 -1.14040 -0.16
N -0.97151 0.30810 -1.34515 0.12
C -0.72371 -0.58756 -0.20368 -0.44
C -0.43013 -1.97849 -0.87891 -0.05
C -2.05868 -0.69150 0.42741 -0.18
N -3.07908 -0.59238 0.94554 0.17
H 1.98583 -0.01087 -0.43557 0.13
H 1.91466 -1.48726 0.83800 0.10
H 2.37440 0.05030 1.21046 0.04
H 0.04780 -0.24037 1.87208 0.11
H 1.08950 1.79771 1.70960 0.14
H 0.25126 3.32115 -0.09915 0.13
H -1.02400 2.19307 -1.88580 0.08
H 0.41373 -1.83960 -1.68085 0.11
H -1.22666 -2.40984 -1.51794 0.08
H -0.11216 -2.68374 -0.06509 0.09

Entry 7:
20
Properties=species:S:1:pos:R:3:lowdin_charge:R:1 method="wB97M-V/def2-TZVPD" orbital_gap_ev="8.226 / 8.225" e_lumo_ev="-1.26 / -1.26" total_charge=0 e_above_lowest_kcal_mol=157.90 multiplicity=1
C -4.02820 0.81681 -0.63992 -0.12
C -3.05981 0.80002 0.08542 -0.06
C 1.30687 0.66017 0.94560 -0.13
C 1.17766 0.04470 -0.54101 -0.13
C -0.17235 0.92558 1.30271 -0.17
C -0.31455 -2.08163 -0.55129 -0.15
C -0.18225 -0.56138 -0.67243 -0.27
C -0.88777 -0.09865 0.56966 -0.27
N -0.88795 -2.30440 0.76965 0.07
N -1.32039 -1.24319 1.24495 0.06
H -5.04824 1.20787 -0.92821 0.02
H 1.75802 -0.17593 1.66672 0.15
H 1.85680 1.58369 1.10535 0.10
H 1.34131 0.85342 -1.33497 0.14
H 1.98114 -0.67010 -0.66896 0.10
H -0.41632 0.83475 2.30901 0.09
H -0.43849 1.99546 0.91923 0.16
H -0.80368 -2.67280 -1.29867 0.11
H 0.67963 -2.62882 -0.56309 0.14
H -0.89144 -0.22533 -1.50736 0.17

Entry 8:
21
Properties=species:S:1:pos:R:3:lowdin_charge:R:1 method="wB97M-V/def2-TZVPD" orbital_gap_ev=9.053 e_lumo_ev=0.17 total_charge=0 e_above_lowest_kcal_mol=50.71 multiplicity=1
H 2.74122 -0.24914 1.80789 0.07
N 1.80465 -0.62439 1.68719 0.18
C 1.11739 -0.20859 0.74660 -0.29
C 1.19688 1.07198 -0.02574 -0.22
C 2.11914 1.98603 -0.20565 0.09
N -0.10144 1.16342 -0.63806 -0.05
C -0.65119 2.44575 -1.12968 -0.02
C -0.78464 -0.02533 -0.66698 -0.39
O -1.80975 -0.13761 -1.31518 0.07
C -0.06246 -0.97784 0.22831 -0.09
C -0.42257 -2.15916 0.71539 -0.06
C -1.66745 -2.92126 0.42996 -0.08
H 1.66357 2.79777 -0.76640 0.06
H 3.11592 1.87142 0.09307 0.05
H -0.30549 3.02572 -1.94447 0.07
H -1.75242 2.16550 -1.36081 0.12
H -0.60676 3.06292 -0.18567 0.11
H 0.20905 -2.70152 1.50755 0.14
H -2.34987 -2.42995 -0.23365 0.06
H -2.15071 -3.30557 1.34351 0.09
H -1.30307 -3.85016 -0.08720 0.10